Formula: C2H4N4
Source: the Open Molecules 2025 dataset
Level of theory: the ωB97M-V functional and the def2-TZVPD basis

```
10
C2H4N4 the ωB97M-V functional and the def2-TZVPD basis
N 0.94480 1.39403 0.03928
C 0.40847 0.12442 -0.16957
N -0.64707 -0.16535 0.75387
C -1.76793 -0.90845 0.37460
N -1.02093 -1.89138 0.39077
N 0.80070 -0.75505 -0.99386
H 1.95220 1.41851 -0.06241
H 0.62623 1.84823 0.88142
H -2.82105 -0.70286 0.36899
H 1.52458 -0.36211 -1.58311
```

Computed properties:
Frontier orbital gap   9.528 eV
E_HOMO   -9.40 eV
Electronic energy   -8095.6034 eV

Formula: C13H24BrF3N6O4PS
Source: the Open Molecules 2025 dataset
Level of theory: the ωB97M-V functional and the def2-TZVPD basis

```
53
C13H24BrF3N6O4PS the ωB97M-V functional and the def2-TZVPD basis
C 4.70280 -0.06817 -1.87576
C 3.31030 0.29871 -1.33505
C 3.37468 0.88639 0.06447
Br 4.26291 -0.36078 1.28307
C 2.02551 1.45200 0.64504
C 2.23368 1.72516 2.06908
N 2.37163 1.93449 3.18865
P 1.86154 3.18159 -0.03108
N 0.53933 3.93626 0.34312
C 0.69077 0.62634 0.39729
C 0.98937 -0.80358 0.57032
N 1.25262 -1.91231 0.71315
C 0.14629 0.91843 -1.03022
C -0.59790 -0.22649 -1.72109
C -1.36700 0.30268 -2.94155
O 0.36424 -1.18021 -2.17950
C -0.30272 1.00492 1.56160
C -1.81732 0.70569 1.44256
N -2.41335 1.05492 2.78767
N -2.53188 1.52028 0.48666
N -2.04594 -0.67044 1.12363
H 5.45609 0.65489 -1.56308
H 4.66694 -0.09728 -2.96280
H 4.99884 -1.05395 -1.52844
H 2.69110 -0.59112 -1.36718
H 2.90564 1.05202 -2.00877
H 4.07825 1.71927 0.02808
H 2.01084 3.01475 -1.41523
H 3.04676 3.80119 0.40142
H 0.71573 4.76866 0.89085
H -0.47964 1.80212 -0.95214
H 0.94520 1.18066 -1.71967
H -1.30605 -0.70046 -1.04921
H -0.71236 0.26224 -3.81092
H -1.65708 1.34778 -2.81466
H -2.27230 -0.26983 -3.12331
H 0.23207 -1.99287 -1.67551
H 0.04986 0.42750 2.41464
H -0.22338 2.06598 1.78070
H -1.99346 0.43140 3.47370
H -2.09862 1.98526 3.05766
H -2.11945 2.43461 0.36875
H -2.66425 1.05970 -0.39974
H -1.69325 -1.28183 1.84924
H -3.04269 -0.86173 1.04309
C -3.02616 -4.89635 1.21592
F -3.39124 -4.79942 2.50692
F -1.76556 -4.43811 1.12398
F -3.00540 -6.20158 0.90146
S -4.16587 -3.95286 0.11967
O -4.01624 -2.60466 0.63370
O -5.44438 -4.57688 0.36751
O -3.60320 -4.17355 -1.19383
```

Computed properties:
Total charge   -1
Frontier orbital gap   7.948 eV
E_HOMO   -5.99 eV
Electronic energy   -129321.1836 eV